Below is C37H41BrN4O2V as an isolated structure, with properties calculated with the ωB97M-V functional and the def2-TZVPD basis.

```
! wB97M-V def2-TZVPD RIJCOSX def2/J DEFGRID3
* xyz 1 3
V 1.688 0.820 -0.855
Br -2.869 5.360 2.315
C -1.366 4.524 1.530
C -0.169 4.425 2.251
C 0.928 3.811 1.698
C 0.876 3.225 0.416
O 1.926 2.612 -0.077
C -0.335 3.368 -0.308
C -0.344 3.006 -1.700
N 0.416 2.089 -2.171
C 0.624 1.952 -3.564
C -0.246 2.268 -4.572
C 0.158 2.140 -5.918
C 1.415 1.713 -6.240
C 2.326 1.352 -5.219
C 3.642 0.893 -5.453
C 4.429 0.539 -4.397
C 3.903 0.604 -3.093
N 2.695 1.048 -2.835
C 1.911 1.445 -3.880
C -1.434 4.040 0.252
H -0.108 4.848 3.245
H 1.862 3.762 2.243
H -0.959 3.611 -2.369
H -1.244 2.620 -4.346
H -0.542 2.400 -6.701
H 1.726 1.637 -7.274
H 4.010 0.826 -6.470
H 5.439 0.184 -4.540
H 4.474 0.254 -2.243
H -2.339 4.165 -0.330
C -3.421 -4.028 -1.741
C -3.737 -2.662 -1.113
C -4.361 -2.886 0.264
C -4.742 -1.907 -1.995
C -2.452 -1.851 -1.036
C -1.738 -1.545 -2.197
C -0.585 -0.801 -2.113
N -0.089 -0.351 -0.954
C -0.740 -0.655 0.173
C -1.919 -1.387 0.157
C -0.075 -0.198 1.409
C -0.570 -0.395 2.682
C 0.173 -0.003 3.795
C 1.414 0.571 3.547
C 1.829 0.769 2.242
N 1.102 0.400 1.194
C -0.392 -0.201 5.194
C -0.682 -1.693 5.413
C -1.696 0.603 5.310
C 0.578 0.274 6.275
H -4.333 -4.621 -1.804
H -2.697 -4.579 -1.138
H -3.018 -3.928 -2.750
H -5.277 -3.465 0.153
H -4.626 -1.943 0.748
H -3.697 -3.448 0.925
H -5.669 -2.476 -2.063
H -4.364 -1.763 -3.008
H -4.974 -0.927 -1.573
H -2.073 -1.882 -3.168
H -0.023 -0.549 -3.004
H -2.415 -1.601 1.090
H -1.539 -0.853 2.819
H 2.059 0.888 4.352
H 2.769 1.257 2.017
H -1.416 -2.076 4.702
H -1.084 -1.845 6.416
H 0.228 -2.288 5.317
H -2.445 0.268 4.591
H -1.517 1.666 5.142
H -2.115 0.480 6.309
H 1.519 -0.277 6.247
H 0.130 0.111 7.256
H 0.793 1.340 6.186
C 2.613 -2.960 -1.058
C 2.820 -1.837 -0.053
C 4.116 -1.998 0.722
O 2.837 -0.604 -0.744
H 2.588 -3.931 -0.560
H 3.425 -2.966 -1.787
H 1.672 -2.824 -1.595
H 1.987 -1.859 0.664
H 4.965 -1.987 0.035
H 4.130 -2.938 1.274
H 4.238 -1.178 1.431
*
```

- E_HOMO (spin up / spin down) (hartree) = -0.3744 / -0.3824
- gap between HOMO and LUMO (spin up / spin down) (hartree) = 0.262 / 0.270
- strongest force on any atom (eV/A) = 0.37

These are the Mulliken partial charges, in e, on atoms 1 to 4:
1 V 0.23
2 Br -0.18
3 C -0.39
4 C -0.42

Below is a 3-piece molecular cluster, C3H10O4 overall, with properties calculated with the ωB97M-V functional and the def2-TZVPD basis.

```
! wB97M-V def2-TZVPD RIJCOSX def2/J DEFGRID3
* xyz 0 1
C -0.651 0.196 1.955
C 0.200 0.645 0.758
C 1.056 1.864 0.878
O 1.250 2.566 1.817
O 1.391 2.262 -0.377
H -1.303 0.977 2.354
H -1.300 -0.598 1.571
H -0.040 -0.279 2.720
H -0.541 0.933 0.008
H 0.630 -0.240 0.301
H 1.843 3.110 -0.223
O 2.819 -1.796 -4.677
H 2.841 -2.681 -5.044
H 1.910 -1.489 -4.654
O -3.172 -1.966 0.539
H -3.675 -1.150 0.654
H -3.258 -2.354 1.419
*
```

- E_HOMO (hartree) = -0.3891
- gap between HOMO and LUMO (hartree) = 0.414
- SMILES = CCC(=O)O.O.O
- strongest force on any atom (eV/A) = 1.76

These are the Mulliken partial charges, in e, on atoms 1 to 4:
1 C -0.93
2 C -0.32
3 C 0.47
4 O -0.54

Below is C16H12BeN2O4S2Se as an isolated structure, with properties calculated with the ωB97M-V functional and the def2-TZVPD basis.

```
! wB97M-V def2-TZVPD RIJCOSX def2/J DEFGRID3
* xyz -2 1
Be -0.569 -0.124 0.017
S -0.058 -1.661 -1.717
C -0.720 -3.109 -0.997
C -1.207 -4.155 -1.791
C -1.715 -5.324 -1.236
C -1.753 -5.466 0.147
C -1.282 -4.436 0.953
C -0.758 -3.253 0.414
S -0.142 -1.986 1.446
H -1.184 -4.028 -2.868
H -2.090 -6.114 -1.879
H -2.158 -6.368 0.596
H -1.317 -4.529 2.034
C 0.512 1.767 3.675
C 0.927 3.012 3.234
C 1.003 3.248 1.876
C 0.659 2.227 1.002
N 0.306 1.015 1.425
C 0.205 0.801 2.733
C 0.640 2.380 -0.470
C 0.992 3.548 -1.127
C 0.906 3.589 -2.506
C 0.456 2.470 -3.182
C 0.109 1.348 -2.448
N 0.231 1.293 -1.126
H 0.404 1.546 4.728
H 1.175 3.796 3.939
H 1.272 4.225 1.502
H -0.141 -0.185 3.024
H 1.294 4.425 -0.571
H 1.171 4.492 -3.042
H 0.342 2.466 -4.257
H -0.297 0.462 -2.921
O -2.583 2.314 -1.582
Se -2.802 1.796 -0.049
O -4.365 1.591 0.337
O -2.076 0.258 0.077
O -2.016 2.777 1.000
*
```

- E_HOMO (hartree) = -0.0254
- gap between HOMO and LUMO (hartree) = 0.198
- strongest force on any atom (eV/A) = 0.67

These are the Mulliken partial charges, in e, on atoms 1 to 4:
1 Be 0.39
2 S -0.57
3 C 0.25
4 C -0.57

Below is one molecule with the formula C4H5BrS, with properties calculated with the ωB97M-V functional and the def2-TZVPD basis.

```
! wB97M-V def2-TZVPD RIJCOSX def2/J DEFGRID3
* xyz 0 1
C -0.880 0.535 0.347
C -1.281 1.600 -0.344
C 0.215 -0.379 -0.244
C 1.491 -0.119 0.535
S -2.850 2.329 0.117
Br 2.852 1.111 -0.040
H -1.545 0.288 1.136
H -0.806 2.116 -1.189
H -0.109 -1.376 -0.032
H 0.327 -0.120 -1.230
H 1.405 -0.070 1.617
*
```

- E_HOMO (spin up / spin down) (hartree) = -0.3382 / -0.3127
- gap between HOMO and LUMO (spin up / spin down) (hartree) = 0.322 / 0.241
- strongest force on any atom (eV/A) = 3.91

These are the Mulliken partial charges, in e, on atoms 1 to 4:
1 C -0.11
2 C -0.48
3 C -0.46
4 C -0.49

Below is one molecule with the formula C15H23NO3, with properties calculated with the ωB97M-V functional and the def2-TZVPD basis.

```
! wB97M-V def2-TZVPD RIJCOSX def2/J DEFGRID3
* xyz 0 1
C -0.616 -3.093 1.069
C 0.519 -3.528 0.556
C 1.709 -2.680 0.219
O 1.370 -1.313 0.246
C 2.331 -0.388 -0.079
C 3.655 -0.726 -0.336
C 4.601 0.229 -0.665
C 4.237 1.558 -0.744
C 2.927 1.914 -0.490
C 1.962 0.968 -0.158
O 0.721 1.503 0.046
C -0.364 0.712 0.494
C -1.557 1.661 0.657
O -1.264 2.659 1.607
C -2.811 0.914 1.162
N -3.339 -0.150 0.351
C -3.952 0.181 -0.926
C -2.998 0.082 -2.121
C -5.140 -0.763 -1.136
H -1.428 -3.763 1.292
H -0.771 -2.052 1.289
H 0.672 -4.579 0.350
H 2.079 -2.961 -0.780
H 2.508 -2.896 0.948
H 3.966 -1.757 -0.282
H 5.618 -0.076 -0.857
H 4.961 2.315 -1.001
H 2.611 2.944 -0.547
H -0.598 -0.069 -0.235
H -0.127 0.256 1.462
H -1.763 2.134 -0.316
H -0.389 3.008 1.395
H -3.596 1.661 1.303
H -2.570 0.500 2.146
H -2.678 -0.911 0.245
H -4.330 1.206 -0.850
H -2.166 0.776 -2.026
H -2.600 -0.929 -2.198
H -3.528 0.311 -3.043
H -5.813 -0.703 -0.286
H -4.790 -1.789 -1.225
H -5.684 -0.500 -2.039
*
```

- E_HOMO (hartree) = -0.3054
- gap between HOMO and LUMO (hartree) = 0.333
- SMILES = C=CCOc1ccccc1OC[C@H](O)CNC(C)C
- strongest force on any atom (eV/A) = 0.81

These are the Mulliken partial charges, in e, on atoms 1 to 4:
1 C -0.68
2 C -0.43
3 C -0.39
4 O -0.14

Below is one molecule with the formula CH3O4P, with properties calculated with the ωB97M-V functional and the def2-TZVPD basis.

```
! wB97M-V def2-TZVPD RIJCOSX def2/J DEFGRID3
* xyz 0 1
O 2.053 0.892 -0.476
C 1.691 -0.259 -0.195
O 0.477 -0.661 -0.062
P -0.798 0.541 -0.501
O -1.799 -0.575 -0.958
O -1.384 0.879 0.960
H 2.451 -1.183 0.054
H -1.853 -1.183 -0.180
H -0.839 1.550 1.358
*
```

- E_HOMO (hartree) = -0.3646
- gap between HOMO and LUMO (hartree) = 0.387
- SMILES = O=COP(O)O
- strongest force on any atom (eV/A) = 3.99

These are the Mulliken partial charges, in e, on atoms 1 to 4:
1 O -0.51
2 C 0.26
3 O -0.22
4 P 0.38

Below is one molecule with the formula C18H18N6O2, with properties calculated with the ωB97M-V functional and the def2-TZVPD basis.

```
! wB97M-V def2-TZVPD RIJCOSX def2/J DEFGRID3
* xyz 0 1
C -4.473 -2.324 -3.859
N -3.559 -1.196 -4.148
C -3.573 -0.548 -5.413
O -4.543 -0.638 -6.187
C -2.318 0.235 -5.905
O -1.774 0.986 -4.777
C -1.678 0.265 -3.544
C -0.757 0.811 -2.671
C -0.621 0.185 -1.392
N 0.163 0.832 -0.409
C 0.044 0.504 0.952
C -1.237 0.277 1.727
N -1.257 -0.059 3.085
C -0.013 -0.333 3.622
N 0.390 -0.975 4.774
C 1.688 -1.006 4.835
N 2.243 -0.358 3.680
C 3.729 -0.188 3.658
C 3.966 1.254 3.194
C 5.028 2.170 3.766
C 3.586 2.463 3.999
C 1.172 -0.034 2.846
N 1.217 0.424 1.588
C -1.251 -1.075 -1.169
C -2.275 -1.436 -2.024
C -2.606 -0.826 -3.154
H -4.680 -2.381 -2.804
H -4.139 -3.366 -4.142
H -5.380 -2.051 -4.338
H -1.460 -0.449 -6.205
H -2.524 0.878 -6.819
H -0.257 1.734 -2.918
H 1.097 0.704 -0.647
H -2.137 0.304 1.193
H 2.269 -1.450 5.703
H 4.086 -0.904 2.870
H 4.169 -0.339 4.628
H 3.771 1.512 2.124
H 5.645 1.821 4.631
H 5.677 2.705 3.038
H 3.187 2.418 5.056
H 3.250 3.354 3.443
H -1.045 -1.613 -0.256
H -2.820 -2.287 -1.632
*
```

- E_HOMO (hartree) = -0.2892
- gap between HOMO and LUMO (hartree) = 0.294
- SMILES = CN1C(=O)COc2cc(Nc3cnc4ncn(CC5CC5)c4n3)ccc21
- strongest force on any atom (eV/A) = 5.90

These are the Mulliken partial charges, in e, on atoms 1 to 4:
1 C -1.16
2 N 0.03
3 C 0.53
4 O -0.62

Below is C21H31CrN5OSSi as an isolated structure, with properties calculated with the ωB97M-V functional and the def2-TZVPD basis.

```
! wB97M-V def2-TZVPD RIJCOSX def2/J DEFGRID3
* xyz 1 2
Cr -0.025 0.355 0.054
N 1.751 0.235 -1.171
C 2.404 -1.018 -0.863
C 3.568 -1.409 -1.461
C 4.180 -2.634 -1.119
C 3.625 -3.449 -0.180
C 2.415 -3.079 0.457
C 1.785 -3.874 1.441
C 0.623 -3.449 2.016
C 0.073 -2.222 1.605
N 0.626 -1.466 0.684
C 1.802 -1.862 0.105
H 2.331 1.032 -0.873
H 1.608 0.305 -2.174
H 4.031 -0.767 -2.200
H 5.104 -2.913 -1.607
H 4.096 -4.385 0.091
H 2.240 -4.811 1.734
H 0.121 -4.025 2.779
H -0.838 -1.848 2.056
C -4.124 2.641 1.515
Si -2.744 1.451 1.972
C -3.513 -0.164 2.563
C -1.717 2.206 3.332
C -1.814 1.096 0.368
H -4.839 2.750 2.332
H -4.674 2.307 0.633
H -3.720 3.632 1.298
H -4.024 -0.024 3.516
H -2.771 -0.951 2.712
H -4.256 -0.530 1.851
H -2.377 2.522 4.143
H -1.179 3.080 2.961
H -0.978 1.519 3.743
H -1.469 2.070 -0.050
H -2.551 0.697 -0.338
C -0.100 6.288 1.048
C 0.772 5.156 0.608
C 1.747 5.320 -0.379
C 2.459 4.202 -0.753
N 2.269 3.009 -0.182
C 1.352 2.965 0.783
S 1.155 1.396 1.602
N 0.579 3.969 1.182
H 0.492 7.183 1.238
H -0.642 6.012 1.949
H -0.820 6.533 0.265
H 1.927 6.281 -0.838
H 3.210 4.250 -1.533
C -3.841 -1.911 -2.929
N -2.766 -1.602 -1.998
C -2.954 -2.027 -0.622
C -1.693 -0.940 -2.402
O -0.739 -0.575 -1.705
H -4.130 -2.955 -2.816
H -3.503 -1.752 -3.950
H -4.709 -1.280 -2.734
H -3.865 -1.586 -0.217
H -2.108 -1.703 -0.026
H -3.039 -3.114 -0.586
H -1.685 -0.734 -3.479
*
```

- E_HOMO (spin up / spin down) (hartree) = -0.4116 / -0.3983
- gap between HOMO and LUMO (spin up / spin down) (hartree) = 0.294 / 0.284
- strongest force on any atom (eV/A) = 0.85

These are the Mulliken partial charges, in e, on atoms 1 to 4:
1 Cr 0.00
2 N -0.27
3 C 0.29
4 C -0.53

| no. | calculated total energy (eV) |
| --- | --- |
| 1 | -144820.0682 |
| 2 | -11463.2747 |
| 3 | -115377.9088 |
| 4 | -85103.0117 |
| 5 | -23559.1520 |
| 6 | -18565.6931 |
| 7 | -31990.6087 |
| 8 | -78908.5320 |